Arrangement i

Computed, not measured: a structure of composition C7H12, with ωB97M-V with the def2-TZVPD basis set.

Each line ends with the natural charge from an NBO analysis.
Geometry (Å):
C: 0.6860 -1.1421 -1.9442  -0.26
C: -0.0918 -0.0131 -1.6990  -0.07
C: -0.5980 0.8137 -2.7013  -0.39
C: -0.4699 0.2932 -0.2715  -0.47
C: -0.1658 -0.7802 0.7517  -0.40
C: 0.0037 -0.1658 2.2012  -0.43
C: 0.7827 1.0526 2.3358  -0.41
H: 0.8303 -1.2467 0.5746  0.20
H: 1.4706 -1.4487 -1.2924  0.20
H: 0.5818 -1.5910 -2.9226  0.20
H: -0.4128 0.5605 -3.7286  0.19
H: -1.0964 1.7456 -2.4086  0.20
H: -1.5298 0.5931 -0.3263  0.23
H: 0.2327 1.0885 0.0353  0.23
H: -1.0243 -1.4735 0.8385  0.22
H: 1.8043 0.9157 2.6282  0.18
H: -1.3650 -0.0399 2.4362  0.15
H: 0.2810 1.9306 2.6742  0.20
H: 0.0807 -1.0928 2.8188  0.23

E_LUMO: -0.09191 hartree
E_HOMO: -5.8 eV



Arrangement ii

Computed, not measured: a cluster of 2 separate species, C7H12 in total, with ωB97M-V with the def2-TZVPD basis set.

Each line ends with the natural charge from an NBO analysis.
Geometry (Å):
C: 1.6099 -1.2683 0.5439  -0.41
C: 0.5034 -0.9654 1.2157  -0.16
C: -0.0950 0.4030 1.3653  -0.46
C: -1.5213 0.4770 0.8135  -0.23
C: -1.9436 -0.2875 -0.4065  -0.18
C: -2.3984 -0.7371 0.7180  -0.19
H: 1.9570 -2.2951 0.4615  0.20
H: 2.2066 -0.5062 0.0467  0.19
H: -0.0584 -1.7733 1.6868  0.19
H: 0.5369 1.1508 0.8673  0.21
H: -0.1227 0.6769 2.4306  0.21
H: -1.9972 1.4446 1.0098  0.18
H: -1.8663 -0.3733 -1.4799  0.23
H: -2.9628 -1.4768 1.2657  0.22
C: 1.1866 1.1099 -2.1023  -0.86
H: 2.2621 1.1800 -1.9183  0.21
H: 0.6592 1.8107 -1.4499  0.21
H: 0.9811 1.3558 -3.1467  0.21
H: 0.8489 0.0938 -1.8836  0.22

SMILES string: C=CCC1C=C1.C
E_LUMO: 0.04332 hartree
E_HOMO: -9.4 eV



Arrangement iii

Computed, not measured: the molecule C7H12, with ωB97M-V with the def2-TZVPD basis set.

Each line ends with the natural charge from an NBO analysis.
Geometry (Å):
C: -2.5705 0.0982 0.3603  -0.61
C: -1.1273 -0.2307 0.0470  -0.19
C: -0.2370 0.7373 -0.7712  -0.39
C: 0.9257 0.1307 0.0054  -0.06
C: 1.8029 -0.9281 -0.5965  -0.42
C: 2.3947 0.3513 -0.0335  -0.42
C: -0.0346 -0.1961 1.1440  -0.39
H: -3.1689 0.1032 -0.5581  0.21
H: -2.6727 1.0791 0.8380  0.20
H: -2.9991 -0.6533 1.0338  0.21
H: -1.0692 -1.2124 -0.4367  0.20
H: -0.2270 0.6684 -1.8628  0.20
H: -0.4308 1.7778 -0.4752  0.20
H: 1.8017 -1.0615 -1.6772  0.21
H: 1.9489 -1.8562 -0.0454  0.21
H: 2.7864 1.0827 -0.7366  0.22
H: 2.9454 0.2899 0.9020  0.22
H: -0.1900 0.6635 1.8119  0.20
H: 0.1535 -1.0918 1.7450  0.20

SMILES string: CC1CC2(CC2)C1
E_LUMO: 0.04231 hartree
E_HOMO: -9.8 eV



Arrangement iv

Computed, not measured: the molecule C7H12, with ωB97M-V with the def2-TZVPD basis set.

Each line ends with the natural charge from an NBO analysis.
Geometry (Å):
C: -2.6179 0.0558 0.0815  -0.61
C: -1.1638 -0.3734 0.0620  -0.20
C: -0.2178 0.2167 -1.0106  -0.39
C: 0.8828 0.1427 0.0402  -0.06
C: 1.9899 -0.8608 -0.0198  -0.42
C: 2.2942 0.6191 -0.0092  -0.42
C: -0.1779 0.1560 1.1380  -0.39
H: -3.1127 -0.1978 -0.8640  0.21
H: -2.7059 1.1393 0.2235  0.20
H: -3.1686 -0.4378 0.8902  0.21
H: -1.0899 -1.4674 0.0271  0.20
H: -0.0823 -0.3295 -1.9505  0.20
H: -0.4913 1.2578 -1.2289  0.20
H: 2.1332 -1.4115 -0.9466  0.21
H: 2.2119 -1.4291 0.8806  0.21
H: 2.6430 1.0697 -0.9356  0.21
H: 2.7422 1.0375 0.8884  0.21
H: -0.4446 1.1797 1.4338  0.20
H: -0.0037 -0.4427 2.0386  0.20

SMILES string: CC1CC2(CC2)C1
E_LUMO: 0.04271 hartree
E_HOMO: -9.8 eV



Most stable: arrangement iv



Arrangement i

Computed, not measured: the molecule C7H12, with ωB97M-V with the def2-TZVPD basis set.

Each line ends with the natural charge from an NBO analysis.
Geometry (Å):
C: -0.3985 -3.7243 -1.5913  -0.41
C: -0.2347 -2.7030 -0.7407  -0.19
C: 0.0854 -1.3225 -1.0684  -0.24
C: 0.0868 -0.4095 -0.0755  -0.13
C: -0.1491 1.0534 -0.3395  -0.44
C: 0.7109 1.9446 0.6382  -0.39
C: -0.0284 2.5290 1.8340  -0.62
H: -0.7808 -3.6443 -2.6008  0.20
H: -0.5883 -4.6854 -1.1203  0.19
H: -0.1218 -2.7993 0.3400  0.20
H: 0.1436 -0.8726 -2.0526  0.20
H: 0.2119 -0.6595 0.9703  0.19
H: 0.1452 1.3796 -1.3316  0.21
H: -1.1350 1.4315 -0.0726  0.22
H: 1.6623 1.4855 0.9316  0.20
H: 1.0127 2.7598 -0.0365  0.20
H: -0.7622 1.8421 2.2586  0.21
H: -0.5503 3.4408 1.5183  0.20
H: 0.6901 2.9541 2.5388  0.22

SMILES string: C=C/C=C/CCC
E_LUMO: 0.03732 hartree
E_HOMO: -8.4 eV



Arrangement ii

Computed, not measured: the molecule C7H12, with ωB97M-V with the def2-TZVPD basis set.

Each line ends with the natural charge from an NBO analysis.
Geometry (Å):
C: 0.9897 -1.2891 -1.2947  -0.61
C: 0.1328 -0.0609 -1.0310  -0.25
C: -1.3522 -0.2390 -1.2112  -0.18
C: -1.7207 0.1243 0.0085  -0.19
C: -0.1499 0.3697 0.4512  -0.02
C: 0.3129 -0.5631 1.5513  -0.62
C: 0.1699 1.8188 0.7609  -0.61
H: 0.6015 -2.1575 -0.7693  0.21
H: 2.0179 -1.1203 -0.9832  0.21
H: 0.9867 -1.5069 -2.3611  0.21
H: 0.5283 0.7771 -1.6145  0.20
H: -1.9092 -0.5694 -2.0718  0.20
H: -2.6450 0.2402 0.5370  0.20
H: 1.4007 -0.5946 1.5934  0.21
H: -0.0622 -1.5715 1.3978  0.21
H: -0.0569 -0.2052 2.5101  0.21
H: -0.1230 2.4664 -0.0659  0.21
H: 1.2416 1.9388 0.9364  0.20
H: -0.3628 2.1425 1.6563  0.21

SMILES string: C[C@H]1C=CC1(C)C
E_LUMO: 0.03856 hartree
E_HOMO: -9.4 eV



Arrangement iii

Computed, not measured: the molecule C7H12, with ωB97M-V with the def2-TZVPD basis set.

Each line ends with the natural charge from an NBO analysis.
Geometry (Å):
C: 2.3778 0.3949 -0.7151  -0.60
C: 1.1149 -0.4664 -0.8008  -0.40
C: 0.2735 -0.3934 0.4773  -0.25
C: -0.4647 0.9391 0.7672  -0.42
C: -1.8324 0.2786 0.7814  -0.21
C: -1.9994 -0.5767 -0.4047  -0.47
C: -1.0235 -1.2700 0.5235  -0.24
H: 2.9677 0.3425 -1.6376  0.21
H: 3.0221 0.0685 0.1102  0.20
H: 2.1279 1.4489 -0.5411  0.20
H: 0.5206 -0.1490 -1.6680  0.19
H: 1.3946 -1.5119 -0.9885  0.21
H: 0.9243 -0.6699 1.3149  0.20
H: -0.4019 1.7132 -0.0047  0.20
H: -0.1630 1.3790 1.7227  0.22
H: -2.7054 0.6164 1.3505  0.23
H: -2.9529 -1.0849 -0.5138  0.23
H: -1.6393 -0.1290 -1.3257  0.22
H: -1.5407 -0.9300 1.5522  0.26

SMILES string: CC[C@H]1C[C@H]2C[C@@H]12
E_LUMO: 0.04045 hartree
E_HOMO: -7.9 eV



Arrangement iv

Computed, not measured: a cluster of 2 separate species, C7H12 in total, with ωB97M-V with the def2-TZVPD basis set.

Each line ends with the natural charge from an NBO analysis.
Geometry (Å):
C: -1.8232 0.5698 -0.1122  -0.66
C: -0.8016 1.0377 -1.0739  0.06
C: -0.1478 0.9430 -2.1864  -0.22
C: 0.1831 2.1400 -1.3437  -0.43
H: -2.7195 1.1965 -0.1861  0.23
H: -2.1095 -0.4686 -0.3062  0.22
H: -1.4435 0.6451 0.9114  0.24
H: 0.0534 0.4305 -3.1147  0.22
H: 1.1263 2.1743 -0.7863  0.17
H: -0.1782 3.1325 -1.6329  0.17
C: 1.5226 -0.1507 0.9906  -0.41
C: 0.8258 -1.0945 1.6173  -0.18
C: 0.1878 -2.2721 0.9375  -0.65
H: 1.9760 0.6793 1.5257  0.20
H: 1.6561 -0.1728 -0.0896  0.20
H: 0.7071 -1.0371 2.6999  0.19
H: 0.7576 -3.1897 1.1310  0.22
H: 0.1429 -2.1230 -0.1469  0.21
H: -0.8305 -2.4433 1.3062  0.21

SMILES string: CC1=CC1.C=CC
E_LUMO: 0.04142 hartree
E_HOMO: -9.0 eV



Most stable: arrangement ii



Arrangement i

Computed, not measured: the molecule C7H12, with ωB97M-V with the def2-TZVPD basis set.

Each line ends with the natural charge from an NBO analysis.
Geometry (Å):
C: -1.2091 1.2433 -1.0583  -0.43
C: -0.2806 0.5517 -0.3598  0.01
C: -0.6828 0.0432 0.9739  -0.24
C: -0.1194 -1.0768 1.4287  -0.15
C: -0.8336 -1.9782 2.4108  -0.66
C: 1.1810 0.5245 -0.7902  -0.44
C: 1.4030 1.0335 -2.1948  -0.61
H: -0.9668 1.9483 -1.8386  0.20
H: -2.2424 1.0634 -0.8078  0.20
H: -1.3149 0.7027 1.5544  0.22
H: 0.8809 -1.3746 1.1417  0.20
H: -1.3563 -1.4574 3.2032  0.22
H: -0.2841 -2.8376 2.8523  0.22
H: -1.6745 -2.4913 1.9044  0.22
H: 1.7262 1.0997 -0.0252  0.22
H: 1.4151 -0.5398 -0.7255  0.21
H: 2.4908 1.1024 -2.3685  0.21
H: 0.8706 0.4256 -2.9760  0.21
H: 0.9969 2.0174 -2.3247  0.20

SMILES string: C=C(/C=C/C)CC
E_LUMO: 0.03866 hartree
E_HOMO: -8.3 eV



Arrangement ii

Computed, not measured: the molecule C7H12, with ωB97M-V with the def2-TZVPD basis set.

Each line ends with the natural charge from an NBO analysis.
Geometry (Å):
C: -0.2030 -1.1100 1.9255  -0.61
C: 0.0704 0.2825 1.3844  -0.20
C: 0.8520 0.8873 0.2082  -0.23
C: 1.1833 0.5083 -1.2268  -0.39
C: 0.1501 -0.5265 -1.6600  -0.41
C: -1.1078 -0.1366 -0.8374  -0.42
C: -0.6543 0.8842 0.2184  -0.24
H: 0.5976 -1.4348 2.5985  0.21
H: -1.1253 -1.0749 2.5250  0.21
H: -0.3388 -1.8834 1.1655  0.21
H: 0.1996 0.9706 2.2215  0.21
H: 1.3720 1.7838 0.5386  0.21
H: 0.9094 1.4454 -1.7422  0.19
H: 2.2233 0.2902 -1.4829  0.21
H: -0.0366 -0.4718 -2.7383  0.21
H: 0.4896 -1.5460 -1.4445  0.20
H: -1.5574 -1.0215 -0.3720  0.21
H: -1.8804 0.3029 -1.4726  0.21
H: -1.1436 1.8505 0.1914  0.21

SMILES string: C[C@H]1[C@H]2CCC[C@@H]12
E_LUMO: 0.04089 hartree
E_HOMO: -9.4 eV



Arrangement iii

Computed, not measured: a cluster of 2 separate species, C7H12 in total, with ωB97M-V with the def2-TZVPD basis set.

Each line ends with the natural charge from an NBO analysis.
Geometry (Å):
C: 1.5922 -1.6683 -1.3928  -0.60
C: 1.0408 -0.6139 -0.4488  -0.22
C: 0.0872 -1.1287 0.5999  -0.22
C: -0.9338 -0.4488 0.1038  -0.16
C: -0.1697 0.2057 -1.0094  -0.43
H: 2.1778 -1.1999 -2.1897  0.21
H: 0.7744 -2.2391 -1.8540  0.21
H: 2.2332 -2.3750 -0.8553  0.21
H: 1.8249 0.0318 -0.0422  0.19
H: 0.1256 -1.8449 1.4135  0.20
H: -1.9488 -0.7383 0.2231  0.20
H: -0.0046 1.2919 -1.0232  0.21
H: -0.5691 -0.1000 -1.9794  0.20
C: -0.5089 2.0738 1.5080  -0.40
C: -1.6477 1.3892 1.5351  -0.37
H: -0.3660 2.9073 0.8262  0.19
H: 0.3535 1.7758 2.1025  0.19
H: -2.4758 1.6192 0.8690  0.20
H: -1.8367 0.5800 2.2339  0.20

SMILES string: C[C@@H]1C=CC1.C=C
E_LUMO: 0.04409 hartree
E_HOMO: -8.5 eV



Arrangement iv

Computed, not measured: the molecule C7H12, with ωB97M-V with the def2-TZVPD basis set.

Each line ends with the natural charge from an NBO analysis.
Geometry (Å):
C: 1.4338 -1.0646 -1.6623  -0.41
C: 1.3430 0.1681 -1.0921  -0.18
C: 0.8833 0.3231 0.3207  0.00
C: 1.4216 -0.2095 1.4242  -0.43
C: -0.4350 1.0714 0.3496  -0.43
C: -1.5810 0.2706 -0.2821  -0.40
C: -2.3648 -0.4532 0.8189  -0.61
H: 2.1965 -1.8032 -1.4216  0.21
H: 0.9800 -1.2810 -2.6323  0.19
H: 1.4618 1.0824 -1.6692  0.21
H: 1.3486 0.3493 2.3501  0.20
H: 2.0579 -1.0866 1.4212  0.20
H: -0.3048 1.9755 -0.2653  0.20
H: -0.6632 1.5121 1.3212  0.22
H: -2.2964 0.9978 -0.6725  0.20
H: -1.2805 -0.4136 -1.0681  0.22
H: -2.9340 0.2542 1.4267  0.20
H: -3.1535 -1.1096 0.4380  0.21
H: -1.7291 -1.0564 1.4691  0.21

SMILES string: C=CC(=C)CCC
E_LUMO: 0.01601 hartree
E_HOMO: -7.9 eV



Most stable: arrangement ii



Arrangement i

Computed, not measured: a cluster of 2 separate species, C3H5O2S in total, with ωB97M-V with the def2-TZVPD basis set.

Each line ends with the natural charge from an NBO analysis.
Geometry (Å):
O: 0.5222 -1.9607 -1.2000  -0.77
C: -0.5596 -1.5660 -0.7307  0.78
O: -1.6806 -2.1061 -0.7504  -0.74
C: -0.5752 -0.1703 0.0047  -0.55
C: 0.7756 0.4650 -0.0030  -0.38
S: 0.3993 2.8698 1.7913  -0.35
H: -0.9087 -0.3555 1.0240  0.22
H: -1.3520 0.4482 -0.4427  0.22
H: 1.1732 0.9033 -0.9145  0.22
H: 1.5356 0.0263 0.6342  0.22
H: 0.6701 1.4459 0.5870  0.14

Total charge: -1
E_LUMO: 0.02023 hartree
E_HOMO: -4.6 eV



Arrangement ii

Computed, not measured: the ion C3H5O2S with charge -1, with ωB97M-V with the def2-TZVPD basis set.

Each line ends with the natural charge from an NBO analysis.
Geometry (Å):
C: -2.0051 -1.1570 -0.4787  -0.80
C: -0.8025 -0.7935 0.0266  0.66
O: 0.1158 -1.2456 0.6768  -0.74
O: -0.8619 0.6739 -0.1986  -0.75
S: 0.4658 1.6097 -0.7567  0.39
C: 1.8379 1.0667 0.4464  -0.81
H: -2.1311 -2.1782 -0.5954  0.17
H: -2.6893 -0.5154 -1.0715  0.19
H: 2.7347 0.8957 -0.1010  0.19
H: 1.2582 0.1485 0.6038  0.30
H: 2.0776 1.4952 1.4481  0.19

SMILES string: C=C([O-])OSC
Total charge: -1
E_LUMO: 0.13126 hartree
E_HOMO: -2.7 eV



Most stable: arrangement ii



Arrangement i

Computed, not measured: a cluster of 2 separate species, C6H9N4 in total, with ωB97M-V with the def2-TZVPD basis set.

Each line ends with the natural charge from an NBO analysis.
Geometry (Å):
C: -1.6249 -0.6142 -1.5452  -0.11
C: -0.6069 -1.1319 -0.8199  -0.26
C: -1.9361 0.7898 -1.3332  0.05
C: -0.4221 1.0713 0.3311  -0.37
C: 0.0307 -0.3610 0.2439  0.40
C: 1.0821 -0.5032 2.4202  -0.46
N: 0.2354 1.4580 -2.5000  0.01
N: -1.3654 1.5461 -0.5299  -0.30
N: 0.7963 0.5119 -2.5022  -0.02
N: 0.7579 -0.9656 1.0982  -0.43
H: -2.3977 -1.1237 -2.1500  0.27
H: -0.3962 -2.2440 -0.9707  0.26
H: -2.3636 1.3456 -2.1205  0.22
H: -0.6732 1.4711 1.2401  0.28
H: 0.5050 1.7580 0.1082  0.30
H: 0.7153 -1.2180 3.2186  0.25
H: 2.1434 -0.3844 2.5871  0.24
H: 0.6842 0.4109 2.7570  0.24
H: 1.0394 -1.9144 0.9212  0.43

Total charge: +1
E_LUMO: -0.19317 hartree
E_HOMO: -14.2 eV



Arrangement ii

Computed, not measured: a structure of composition C6H9N4, with ωB97M-V with the def2-TZVPD basis set.

Each line ends with the natural charge from an NBO analysis.
Geometry (Å):
C: -1.1365 1.6549 -0.7216  0.13
C: -2.6477 0.3687 0.4984  0.29
C: 0.1292 1.0809 -0.2635  0.10
C: -0.1953 -2.3258 -0.6863  0.01
C: 1.4379 1.2308 -0.0943  -0.11
C: 2.4624 0.2650 0.3414  -0.71
N: -2.2677 1.3875 -0.1725  -0.40
N: -1.9225 -0.6824 0.5719  -0.30
N: 0.2307 -1.5521 0.2057  -0.28
N: -0.5714 -0.5203 0.6241  -0.12
H: -1.1461 2.3229 -1.5764  0.24
H: -3.6494 0.3328 0.9864  0.23
H: 0.6017 -3.0848 -1.0851  0.23
H: -1.1165 -2.3223 -1.1239  0.20
H: 1.8506 2.1268 -0.3918  0.26
H: 3.1863 0.7196 1.1207  0.27
H: 3.1150 -0.0738 -0.5000  0.28
H: 1.9557 -0.7344 0.7534  0.27
H: -0.3165 -0.1940 1.5132  0.42

Total charge: +1
E_LUMO (spin up / spin down): -0.20456 / -0.20456 hartree
E_HOMO (spin up / spin down): -14.1 / -14.1 eV



Most stable: arrangement i



Arrangement i

Computed, not measured: a cluster of 2 separate species, C2H3N2O2 in total, with ωB97M-V with the def2-TZVPD basis set.

Each line ends with the natural charge from an NBO analysis.
Geometry (Å):
C: 1.9098 0.0674 -0.1803  0.88
C: -1.3480 -0.5128 0.4584  0.09
N: 0.9655 0.5760 -0.7958  -0.82
N: -1.2041 0.6811 0.3458  0.20
O: 2.7266 -0.2520 0.5675  -0.39
O: -1.1268 1.7914 0.1447  0.11
H: -0.9915 -1.3517 -0.1432  0.24
H: -1.7191 -1.1748 1.3160  0.26
H: 0.7875 0.1754 -1.7131  0.43

2S+1: 3
Total charge: +1
E_LUMO (spin up / spin down): -0.19349 / -0.37083 hartree
E_HOMO (spin up / spin down): -15.3 / -15.7 eV



Arrangement ii

Computed, not measured: a cluster of 2 separate species, C2H3N2O2 in total, with ωB97M-V with the def2-TZVPD basis set.

Each line ends with the natural charge from an NBO analysis.
Geometry (Å):
C: -0.9566 0.4845 -0.0267  0.31
C: 2.0773 -1.8182 -0.7228  0.47
N: -1.6260 1.6216 -0.0143  0.10
N: 0.1154 0.1700 0.6667  -0.64
O: 2.9358 -2.5289 -0.9610  -0.40
O: -2.7044 1.9909 0.1905  0.03
H: -1.1828 -0.2228 -0.8047  0.23
H: 0.9317 -0.4169 0.2069  0.45
H: 0.4097 0.7199 1.4655  0.44

2S+1: 3
Total charge: +1
E_LUMO (spin up / spin down): -0.19837 / -0.28458 hartree
E_HOMO (spin up / spin down): -15.1 / -18.1 eV



Most stable: arrangement ii